A single C3H7NS molecule, computed with ωB97M-V with the def2-TZVPD basis set.

SMILES string   CCNC=S
Net charge   0
Energy above the lowest of the compared OMol25 structures with the same formula, charge and spin   331.3 kJ/mol

CARTESIAN COORDINATES (ANGSTROEM)
C  -0.6803  0.9707  -0.9044
C  -0.1693  0.7812  0.4209
N  -0.2953  -0.6942  0.9016
C  0.7536  -1.5090  0.1998
S  1.3171  -3.0175  0.5384
H  -1.6284  0.7569  -1.0328
H  0.0557  0.4709  -1.6045
H  -0.9427  2.0218  -1.2649
H  -0.1358  1.6608  1.2187
H  1.0619  0.6468  0.4804
H  -0.9345  -1.3140  1.1832
H  1.5980  -0.7743  -0.1365

A 2-piece molecular cluster, C4H7ClN2 overall, computed with ωB97M-V with the def2-TZVPD basis set.

SMILES string   C/C=C(/C)Cl.N#N
Net charge   0
Energy above the lowest of the compared OMol25 structures with the same formula, charge and spin   104.0 kJ/mol

CARTESIAN COORDINATES (ANGSTROEM)
C  -0.3160  1.7736  -0.1887
C  -0.1019  0.4342  0.2839
C  0.9355  -0.4455  0.1101
C  0.8755  -1.7385  0.8821
Cl  2.2574  -0.0626  -1.0010
H  -1.4084  2.0765  -0.3086
H  0.1800  1.7941  -1.1548
H  0.1990  2.6761  0.4454
H  -0.7730  0.1065  0.9891
H  1.4003  -1.5091  1.8239
H  1.3433  -2.5524  0.2874
H  -0.2088  -2.1228  0.9658
N  -2.4464  0.1515  -1.9037
N  -1.9364  -0.5817  -1.2310

A 2-piece molecular cluster, C5H13IN overall, computed with ωB97M-V with the def2-TZVPD basis set.

Net charge   +1
Energy above the lowest of the compared OMol25 structures with the same formula, charge and spin   121.1 kJ/mol

CARTESIAN COORDINATES (ANGSTROEM)
C  -1.3000  0.9364  -1.2181
C  -0.8989  1.1314  1.2679
C  1.5618  -0.1420  1.0981
C  1.2207  -0.3203  -1.3819
C  -0.4489  0.7284  -0.0558
N  0.6827  0.1444  -0.0920
I  -1.2965  -2.8937  0.8448
H  -1.0884  0.1057  -2.0023
H  -2.4392  0.8928  -1.0233
H  -1.1412  1.9353  -1.6698
H  -0.5885  0.2422  1.9088
H  -0.5450  2.0843  1.6250
H  -2.0771  1.2517  1.2513
H  2.5383  -0.3681  0.5612
H  1.5810  0.8723  1.5688
H  1.0265  -0.9224  1.6380
H  2.2445  -0.8238  -1.2468
H  0.6914  -1.0242  -1.9575
H  1.3063  0.5911  -2.1419
H  -1.0295  -4.4214  1.0256

A 2-piece molecular cluster, C5H8S2 overall, computed with ωB97M-V with the def2-TZVPD basis set.

Net charge   0
Energy above the lowest of the compared OMol25 structures with the same formula, charge and spin   466.6 kJ/mol

CARTESIAN COORDINATES (ANGSTROEM)
C  0.2099  1.5922  -1.5554
C  -0.5665  -0.4694  0.0997
C  -0.2890  2.8177  -0.9233
C  0.2802  -2.3159  1.4611
C  0.5095  -1.4486  0.2345
S  0.7201  1.1017  -2.9909
S  -2.0729  -0.3130  0.6443
H  -1.2326  2.4242  -0.3112
H  0.3495  3.3325  -0.1771
H  -0.6549  3.5501  -1.5381
H  0.1096  -1.6247  2.2556
H  -0.5439  -3.0049  1.5923
H  1.2916  -2.8055  1.6656
H  1.3849  -0.9139  0.3203
H  0.5045  -1.9225  -0.7773

A 2-piece molecular cluster, C2Cl2FNS overall, computed with ωB97M-V with the def2-TZVPD basis set.

Spin multiplicity   3
⟨S²⟩   2.0257
Net charge   0
Energy above the lowest of the compared OMol25 structures with the same formula, charge and spin   76.6 kJ/mol

CARTESIAN COORDINATES (ANGSTROEM)
C  -1.8730  0.4268  0.0049
C  1.2225  -0.1980  -0.1212
N  -1.8148  1.3248  0.7515
F  1.6568  0.3155  -1.2741
S  -1.5404  -0.9309  -0.7399
Cl  1.6649  -1.7667  0.3357
Cl  0.6839  0.8285  1.0431

A 3-piece molecular cluster, C23H51N5O12P overall, computed with ωB97M-V with the def2-TZVPD basis set.

Net charge   +1

CARTESIAN COORDINATES (ANGSTROEM)
C  1.3019  -5.6863  2.3550
C  2.5790  -5.3575  3.0843
O  2.5957  -5.0865  4.2678
N  3.7241  -5.3948  2.3226
C  4.8493  -4.5223  2.6549
C  5.2189  -3.5574  1.5208
C  4.0262  -2.8877  0.8421
C  3.2710  -2.0296  1.8596
N  1.8577  -1.7547  1.4374
C  1.8436  -1.2094  0.0237
C  0.5897  -0.4396  -0.3664
N  -0.5075  -1.3545  -0.6530
O  0.1885  0.5119  0.5985
C  0.9350  0.4903  1.7870
C  0.9949  -0.9157  2.3837
O  -0.2000  -1.6087  2.3377
C  -1.3740  -1.0689  2.9885
C  -2.5673  -1.8866  2.5324
N  -2.8711  -2.9529  3.4787
C  -3.6439  -4.0447  2.8858
C  -5.1461  -3.6693  2.7089
C  -5.5593  -3.4707  1.2522
O  -5.4583  -2.4578  3.3740
P  1.6642  -0.7754  4.1504
N  1.8721  -2.0783  4.9332
O  0.6466  0.2162  4.8613
O  2.9465  0.1714  3.9945
H  0.5923  -6.0510  3.0951
H  1.4441  -6.4591  1.6024
H  0.8729  -4.7888  1.9058
H  3.5134  -5.4660  1.3397
H  4.6398  -3.9822  3.5775
H  5.7222  -5.1388  2.8716
H  5.8923  -2.7958  1.9191
H  5.7954  -4.0913  0.7633
H  4.3873  -2.2832  0.0096
H  3.3637  -3.6373  0.4005
H  3.2434  -2.5509  2.8135
H  3.7762  -1.0715  1.9605
H  1.3983  -2.6675  1.3921
H  2.7248  -0.5787  -0.0829
H  1.8987  -2.0512  -0.6602
H  0.8589  0.1066  -1.2767
H  -1.3420  -1.0224  -0.1854
H  -0.7151  -1.3510  -1.6440
H  1.9406  0.9101  1.6807
H  0.4073  1.1318  2.4916
H  -1.2614  -1.1938  4.0662
H  -1.5086  -0.0174  2.7425
H  -3.4311  -1.2281  2.4354
H  -2.3452  -2.2830  1.5309
H  -1.9906  -3.3426  3.7986
H  -3.2294  -4.3499  1.9174
H  -3.5629  -4.8856  3.5745
H  -5.7285  -4.4925  3.1313
H  -6.5503  -3.8809  1.0684
H  -4.8721  -3.9514  0.5582
H  -5.6068  -2.4029  1.0430
H  -5.1936  -2.5260  4.2968
H  1.6618  -2.9520  4.4690
H  0.8372  1.1544  4.7330
H  3.6759  -0.2135  4.5042
C  -0.7056  3.6696  -0.5770
C  -0.3456  3.5377  -2.0401
O  0.0151  4.7990  -2.6174
C  1.2671  5.1871  -2.3602
O  2.0830  4.5660  -1.7281
O  1.4537  6.3671  -2.9348
C  2.7515  6.9425  -2.7323
H  -1.4924  4.4114  -0.4386
H  -1.0543  2.7109  -0.1929
H  0.1586  3.9833  0.0084
H  -1.2009  3.1911  -2.6153
H  0.4715  2.8309  -2.1877
H  3.5315  6.2410  -3.0168
H  2.8748  7.2339  -1.6913
H  2.7876  7.8195  -3.3696
C  -2.4050  5.3408  -4.4867
C  -1.3966  5.8004  -5.5145
O  -1.4736  5.0182  -6.7186
C  -2.4514  5.3612  -7.5563
O  -3.2361  6.2587  -7.4012
O  -2.4062  4.5397  -8.6033
C  -3.4227  4.7749  -9.5838
H  -2.2974  4.2717  -4.3020
H  -2.2609  5.8796  -3.5522
H  -3.4219  5.5161  -4.8371
H  -0.3825  5.6566  -5.1501
H  -1.5252  6.8552  -5.7523
H  -3.4252  5.8164  -9.8952
H  -4.4003  4.5073  -9.1873
H  -3.1762  4.1351  -10.4252

Number 1: electronic energy -15546.2114 eV. Number 2: electronic energy -19763.6549 eV. Number 3: electronic energy -14978.7653 eV. Number 4: electronic energy -26980.3219 eV. Number 5: electronic energy -42157.1417 eV. Number 6: electronic energy -65982.5699 eV.